[1]
The following is a DFT calculation (ωB97M-V/def2-TZVPD) of a cluster of 2 separate species, C2H4O3P in total in a non-equilibrium geometry.

Geometry as ORCA input:
```
! RIJCOSX wB97M-V def2-TZVPD def2/J DEFGRID3
* xyz -1 1
C 1.248 0.082 -1.564
C -0.923 0.619 0.632
O 0.917 -1.163 1.831
O 0.558 0.882 -2.193
O -0.918 -2.252 0.441
P -0.050 -1.087 0.708
H 2.223 0.008 -1.839
H -1.938 0.579 0.875
H -0.354 1.339 1.390
H -0.762 0.993 -0.283
*
```

Results
LUMO level (alpha / beta)   4.180 / 4.180 eV
Highest occupied orbital energy (alpha / beta)   -2.9 / -2.9 eV

Here are the natural (NBO) charges for atoms 1 to 8, given in e: C 0.080; C -0.965; O -1.131; O -0.649; O -1.120; P 2.071; H 0.052; H 0.208

[2]
The following is a DFT calculation (ωB97M-V/def2-TZVPD) of the ion C2H4O3P with charge -1 in a non-equilibrium geometry.

Geometry as ORCA input:
```
! RIJCOSX wB97M-V def2-TZVPD def2/J DEFGRID3
* xyz -1 1
C 0.674 0.414 -0.006
C 1.634 0.115 -0.937
O 0.662 0.921 1.093
O -0.823 -0.082 -0.582
O -3.197 -0.591 -0.719
P -2.173 0.145 0.073
H 2.554 0.549 -0.732
H 1.467 0.002 -1.997
H -1.862 0.036 1.536
H -2.576 1.600 0.182
*
```

Results
LUMO level   4.289 eV
SMILES   C=C([O-])O[PH2]=O
Highest occupied orbital energy   -3.5 eV

Here are the natural (NBO) charges for atoms 1 to 8, given in e: C 0.708; C -0.812; O -0.691; O -0.981; O -1.125; P 1.827; H 0.187; H 0.197

| no. | calculated total energy (Ha) |
| --- | --- |
| 1 | -645.6973 |
| 2 | -645.7305 |